Molecular formula: C19H23CaCl3CsF4MgNa2O16P2S
Method: DFT, wB97M-V/def2-TZVPD

Computed properties:
molecular weight: 1027.011 u
HOMO level: -8.23 eV
largest force on an atom: 0.30164 hartree/bohr
E: -163900.9632 eV

Structure (ORCA input):
```
! wB97M-V def2-TZVPD RIJCOSX def2/J DEFGRID3
* xyz 1 1
C -4.748 -6.197 -0.672
C -4.564 -4.741 0.070
C -3.021 -4.189 0.130
C -2.684 -2.710 0.072
S -3.964 -1.353 -0.093
O -4.760 -1.259 1.265
O -3.229 0.038 -0.227
C -5.080 -1.492 -1.592
F -6.484 -1.841 -1.156
F -5.209 -0.120 -2.206
F -4.619 -2.479 -2.607
C -1.073 -2.280 0.195
O -0.636 -1.172 0.805
C 0.041 -3.336 -0.447
C -0.357 -4.959 -0.402
C 0.682 -6.132 -0.974
C 2.127 -5.643 -1.590
C 2.518 -4.037 -1.653
C 1.498 -2.886 -1.074
P 2.061 -1.048 -1.136
O 3.380 -0.974 -2.323
Cl 0.526 0.190 -1.985
C -1.828 -5.346 0.284
O -1.977 -6.502 0.939
H -3.861 -6.375 -1.430
H -4.636 -7.017 0.189
H -5.817 -6.340 -1.183
H -4.908 -4.888 1.202
H -5.339 -4.006 -0.409
H 0.405 -7.271 -0.905
H 2.879 -6.449 -1.986
H 3.542 -3.709 -2.119
H 2.964 -1.389 -3.137
Na -6.246 0.442 -3.573
C -0.258 3.634 2.193
O 0.863 4.314 1.652
C 1.663 3.463 0.830
C 2.588 4.296 -0.060
O 1.930 4.800 -1.230
C 1.032 5.896 -1.010
C 1.760 7.216 -0.748
O 2.168 7.296 0.620
C 3.150 8.300 0.826
H 0.063 2.784 2.802
H -0.812 4.334 2.826
H -0.921 3.298 1.390
H 1.021 2.832 0.202
H 2.263 2.829 1.492
H 3.380 3.639 -0.435
H 3.078 5.100 0.494
H 0.309 5.663 -0.226
H 0.469 6.000 -1.943
H 1.082 8.054 -0.941
H 2.634 7.293 -1.406
H 4.058 8.061 0.264
H 3.399 8.320 1.890
H 2.766 9.280 0.532
O -0.741 2.895 5.109
P -0.076 1.650 5.717
O 0.652 2.039 7.014
O 0.937 1.069 4.716
O -1.150 0.594 6.029
Na 3.666 1.951 -0.833
Ca -7.899 -2.218 0.152
Cl -1.644 -5.368 2.767
Cs -2.330 3.296 0.871
F 3.413 -1.593 1.285
Mg 1.729 1.064 8.726
O 5.686 -3.754 -3.183
Cl 5.635 -2.922 -4.369
O 6.749 -1.994 -4.357
O 4.389 -2.180 -4.385
O 5.714 -3.758 -5.551
*
```